Entry i
11
Properties=species:S:1:pos:R:3 method="wB97M-V/def2-TZVPD" gap_ha=0.39129 spin_multiplicity=1 lumo_energy_ev=0.473
O 0.19 -1.91 -0.99
C -0.65 -1.20 -0.51
C -0.01 0.03 0.07
C 0.06 0.42 1.47
O 0.90 -0.58 0.98
C 0.39 0.89 -1.12
O -0.52 1.24 -1.84
H -1.69 -1.51 -0.63
H 0.62 1.31 1.71
H -0.74 0.13 2.15
H 1.44 1.19 -1.28

***

Entry ii
11
Properties=species:S:1:pos:R:3 method="wB97M-V/def2-TZVPD" gap_ha=0.33866 spin_multiplicity=1 lumo_energy_ev=0.172
O 0.30 -0.01 -2.25
C -0.50 -0.35 -1.26
C -0.15 0.16 0.05
C 1.21 -0.14 0.55
O 0.85 1.17 0.19
C -1.26 0.22 1.05
O -2.32 -0.35 0.93
H -0.37 -0.59 -2.70
H 1.35 -0.31 1.62
H 1.90 -0.65 -0.12
H -1.02 0.85 1.93

***

Entry iii
11
Properties=species:S:1:pos:R:3 method="wB97M-V/def2-TZVPD" gap_ha=0.35613 spin_multiplicity=1 lumo_energy_ev=-0.403
O 1.27 1.58 0.76
C 0.75 0.40 0.91
C -0.09 -0.21 0.01
C -0.53 0.53 -1.15
O 0.00 1.57 -1.53
C -0.55 -1.58 0.27
O -0.23 -2.25 1.23
H 1.02 -0.10 1.84
H -1.41 0.15 -1.69
H 0.98 1.91 -0.14
H -1.20 -2.01 -0.52

***

Least stable of them? entry ii.

***

Entry i
11
Properties=species:S:1:pos:R:3 method="wB97M-V/def2-TZVPD" gap_ha=0.39736 spin_multiplicity=1 lumo_energy_ev=0.631
O -0.58 1.04 -1.93
C -0.59 -0.05 -1.39
C 0.00 -0.08 -0.02
C 0.48 -1.23 0.74
O 1.29 -0.66 -0.27
C -0.28 1.29 0.57
O -1.41 1.47 0.96
H -0.84 -0.98 -1.92
H 0.92 -1.02 1.72
H 0.08 -2.23 0.62
H 0.49 2.08 0.56

***

Entry ii
11
Properties=species:S:1:pos:R:3 method="wB97M-V/def2-TZVPD" gap_ha=0.35784 spin_multiplicity=1 lumo_energy_ev=-0.667
C 1.24 -0.83 -0.06
C 0.04 0.21 -0.17
C 0.26 1.52 0.06
C -1.39 -0.15 -0.15
H -0.16 -2.18 0.28
H -0.55 2.31 0.20
H 1.17 2.00 0.18
H -1.95 0.79 -0.04
O 0.86 -2.11 0.09
O 2.38 -0.31 -0.24
O -1.90 -1.24 -0.15

***

Entry iii
11
Properties=species:S:1:pos:R:3 method="wB97M-V/def2-TZVPD" gap_ha=0.33488 spin_multiplicity=1 lumo_energy_ev=-0.734
O -2.21 1.48 -0.58
C -1.59 1.33 0.44
C 0.33 -0.51 0.01
C 0.61 -1.75 0.49
O 0.05 -2.31 -0.47
C 1.19 0.29 -0.84
O 1.73 1.26 -0.35
H -0.64 1.86 0.64
H 1.12 -2.20 1.35
H -1.94 0.67 1.26
H 1.31 -0.02 -1.89

***

Least stable of them? entry iii.

***

Entry i
67
Properties=species:S:1:pos:R:3 method="wB97M-V/def2-TZVPD" gap_ha="0.20290 / 0.20249" total_charge=+1 spin_multiplicity=1 lumo_energy_ev="-5.369 / -5.377"
Ru 0.77 -0.26 0.43
C 2.04 -2.11 -1.61
C 0.67 -1.83 -1.06
N 0.07 -0.63 -1.30
N -1.08 -0.31 -1.81
C -1.58 0.76 -1.19
S -0.78 1.36 0.19
S -2.99 1.56 -1.75
C -3.69 0.35 -2.94
C -4.63 -0.63 -2.29
C -4.15 -1.74 -1.61
C -5.03 -2.62 -1.01
C -6.40 -2.41 -1.08
C -6.88 -1.31 -1.77
C -6.00 -0.42 -2.37
C -0.20 -2.87 -0.52
C -0.40 -4.13 -1.11
C -1.29 -5.00 -0.54
C -1.98 -4.64 0.63
C -1.80 -3.41 1.22
C -0.89 -2.51 0.65
O -0.67 -1.32 1.20
H 2.21 -1.56 -2.54
H 2.83 -1.82 -0.91
H 2.14 -3.18 -1.78
H -4.21 0.99 -3.65
H -2.86 -0.13 -3.44
H -3.08 -1.93 -1.55
H -4.64 -3.49 -0.48
H -7.08 -3.11 -0.62
H -7.95 -1.14 -1.84
H -6.39 0.44 -2.90
H 0.14 -4.40 -2.01
H -1.45 -5.98 -0.98
H -2.68 -5.34 1.07
H -2.32 -3.12 2.12
Cl 3.08 1.93 7.37
C 2.65 1.33 5.81
C 1.32 1.35 5.41
C 0.98 0.86 4.16
Cl -0.66 0.92 3.65
C 1.95 0.35 3.29
O 1.67 -0.13 2.09
C 3.28 0.37 3.73
Cl 4.50 -0.20 2.64
C 3.64 0.84 4.97
H 0.56 1.74 6.07
H 4.67 0.83 5.28
O 2.49 0.68 -0.34
C 3.07 1.73 0.02
C 2.51 2.71 1.00
C 2.18 3.97 0.15
C 1.90 3.72 -1.36
C 3.13 3.62 -2.27
C 3.95 2.33 -2.10
N 4.16 2.13 -0.65
H 3.24 2.94 1.78
H 1.63 2.31 1.49
H 2.99 4.69 0.23
H 1.30 4.45 0.59
H 1.30 4.56 -1.72
H 1.26 2.84 -1.48
H 3.78 4.48 -2.09
H 2.82 3.69 -3.32
H 4.91 2.39 -2.60
H 3.42 1.46 -2.48
H 4.59 2.95 -0.23

***

Entry ii
67
Properties=species:S:1:pos:R:3 method="wB97M-V/def2-TZVPD" gap_ha="0.20831 / 0.20939" total_charge=+1 spin_multiplicity=1 lumo_energy_ev="-5.172 / -5.154"
Ru -0.18 -0.83 -0.06
C 2.03 -0.80 -2.22
C 1.33 0.10 -1.26
N 1.53 -0.07 0.09
N 2.08 0.64 1.01
C 1.49 0.35 2.19
S 0.17 -0.72 2.18
S 2.08 1.03 3.65
C 3.11 2.39 2.99
C 2.32 3.44 2.27
C 2.60 3.73 0.93
C 1.89 4.71 0.26
C 0.88 5.41 0.91
C 0.59 5.12 2.24
C 1.30 4.14 2.91
C 0.75 1.38 -1.66
C 1.21 2.15 -2.74
C 0.59 3.34 -3.03
C -0.48 3.78 -2.24
C -0.95 3.04 -1.18
C -0.35 1.81 -0.89
O -0.85 1.02 0.06
H 2.28 -1.75 -1.74
H 1.41 -0.97 -3.10
H 2.96 -0.32 -2.53
H 3.56 2.80 3.90
H 3.90 1.96 2.38
H 3.38 3.18 0.42
H 2.12 4.93 -0.77
H 0.32 6.17 0.39
H -0.19 5.67 2.75
H 1.07 3.93 3.95
H 2.03 1.79 -3.34
H 0.93 3.94 -3.86
H -0.96 4.73 -2.47
H -1.79 3.37 -0.57
Cl -6.16 2.44 -2.21
C -4.84 1.37 -1.91
C -4.71 0.78 -0.66
C -3.64 -0.06 -0.43
Cl -3.44 -0.78 1.14
C -2.70 -0.34 -1.41
O -1.67 -1.17 -1.18
C -2.85 0.29 -2.65
Cl -1.65 0.03 -3.87
C -3.91 1.14 -2.91
H -5.43 0.98 0.12
H -4.01 1.61 -3.87
O 0.39 -2.82 -0.40
C -0.29 -3.85 -0.26
C -1.56 -3.90 0.54
C -1.19 -4.71 1.82
C 0.30 -4.69 2.24
C 1.23 -5.69 1.51
C 1.52 -5.36 0.05
N 0.23 -5.05 -0.61
H -2.36 -4.38 -0.02
H -1.89 -2.89 0.77
H -1.50 -5.74 1.70
H -1.79 -4.31 2.64
H 0.34 -4.93 3.30
H 0.71 -3.67 2.15
H 0.78 -6.68 1.57
H 2.18 -5.75 2.05
H 1.99 -6.19 -0.47
H 2.16 -4.49 -0.05
H -0.43 -5.80 -0.49

***

Least stable of them? entry i.

***

Entry i
16
Properties=species:S:1:pos:R:3 method="wB97M-V/def2-TZVPD" gap_ha=0.40105 spin_multiplicity=1 lumo_energy_ev=1.088
C 1.18 1.48 -0.80
C 0.07 0.45 -0.83
C -0.25 -0.10 0.53
C -1.53 -0.87 0.50
H 0.96 2.45 -0.38
H 1.94 1.03 -0.25
H 1.51 1.69 -1.80
H 0.39 -0.42 -1.48
H -0.81 0.88 -1.26
H -0.40 0.73 1.20
H 0.79 -1.81 0.45
H 0.80 -1.14 1.96
H -2.46 -0.28 0.08
H -1.77 -1.21 1.47
N 0.92 -0.93 0.95
F -1.34 -1.96 -0.35

***

Entry ii
16
Properties=species:S:1:pos:R:3 method="wB97M-V/def2-TZVPD" gap_ha=0.36729 spin_multiplicity=1 lumo_energy_ev=1.142
C 2.20 -0.90 -0.22
C 1.43 0.35 0.40
C 0.02 0.29 -0.31
C -1.07 -0.39 0.51
H 1.90 -1.17 -1.17
H 3.25 -0.68 -0.36
H 2.23 -1.81 0.47
H 1.39 0.19 1.56
H 1.92 1.30 0.14
H 0.05 -0.09 -1.29
H -1.39 0.56 1.18
H -0.74 -1.15 1.26
H -3.03 -0.55 0.03
H -2.07 -1.67 -0.79
N -2.15 -0.89 -0.19
F -0.43 1.68 -0.22

***

Least stable of them? entry ii.

***

Entry i
14
Properties=species:S:1:pos:R:3 method="wB97M-V/def2-TZVPD" gap_ha=0.34101 total_charge=+1 spin_multiplicity=1 lumo_energy_ev=-5.084
C -1.49 -0.31 -0.72
C 1.21 0.40 0.37
N -1.19 -0.95 0.53
N 1.49 1.76 0.28
S 2.28 -0.67 -0.34
H -1.51 0.77 -0.68
H -0.76 -0.52 -1.43
H -2.43 -0.62 -1.31
H -1.94 -0.81 1.12
H 0.24 -0.01 0.73
H 2.37 2.05 -0.09
H -1.35 -1.99 0.38
H 1.17 2.59 0.74
H 1.91 -1.69 0.43

***

Entry ii
14
Properties=species:S:1:pos:R:3 method="wB97M-V/def2-TZVPD" gap_ha=0.29631 total_charge=+1 spin_multiplicity=1 lumo_energy_ev=-5.764
C -0.23 -1.06 -0.30
C -1.29 -0.25 0.16
N 1.35 0.18 0.73
N -1.19 1.16 -0.09
S 2.86 0.07 -0.17
H -0.08 -2.00 0.31
H 0.01 -0.85 -1.26
H -1.35 -0.23 1.30
H -2.25 -0.76 -0.41
H 1.62 -0.27 1.58
H -2.11 1.57 -0.27
H -0.60 1.26 -0.91
H 1.04 1.14 0.74
H 2.22 0.05 -1.40

***

Least stable of them? entry ii.

***

Entry i
18
Properties=species:S:1:pos:R:3 method="wB97M-V/def2-TZVPD" gap_ha="0.42937 / 0.23517" total_charge=+1 spin_multiplicity=2 lumo_energy_ev="-3.154 / -8.411"
C -0.42 -1.23 1.41
O -1.64 -1.90 1.52
C -0.39 -0.03 0.37
C 0.92 0.76 0.40
C 1.63 0.95 -0.94
O 0.80 1.77 -1.75
N -0.86 -0.47 -0.88
H 0.30 -1.96 1.05
H -0.10 -0.86 2.39
H -2.27 -1.23 1.86
H -1.12 0.63 0.84
H 0.66 1.66 0.95
H 1.73 0.32 1.00
H 2.61 1.36 -0.72
H 1.67 -0.03 -1.43
H 1.24 2.53 -2.15
H -1.55 0.13 -1.35
H -0.17 -0.81 -1.55

***

Entry ii
18
Properties=species:S:1:pos:R:3 method="wB97M-V/def2-TZVPD" gap_ha="0.40149 / 0.21988" total_charge=+1 spin_multiplicity=2 lumo_energy_ev="-3.615 / -8.544"
C -1.51 -0.45 -1.51
C -0.63 -0.21 -0.32
N 0.65 -0.72 -0.27
C 1.44 -0.51 0.98
C 1.10 -1.80 -1.21
O -1.10 0.28 0.71
H -1.75 -1.54 -1.48
H -2.47 0.04 -1.28
H -1.18 -0.09 -2.46
H 2.48 -0.66 0.70
H 1.01 -1.29 1.59
H 1.23 0.51 1.39
H 0.80 -2.68 -0.64
H 0.62 -1.62 -2.17
H 2.18 -1.78 -1.19
H -0.61 3.68 1.24
H -0.57 2.16 1.41
O -0.02 2.94 1.41

***

Entry iii
18
Properties=species:S:1:pos:R:3 method="wB97M-V/def2-TZVPD" gap_ha="0.33830 / 0.18368" total_charge=+1 spin_multiplicity=2 lumo_energy_ev="-5.054 / -9.261"
C -0.16 -0.80 -2.11
C -0.03 0.06 -0.88
C 1.45 -0.04 -0.41
C 1.64 0.88 0.77
O 2.33 0.48 1.65
N -0.40 1.43 -1.09
H 0.24 -0.30 -3.01
H 0.45 -1.70 -2.09
H -1.18 -1.05 -2.37
H -0.62 -0.43 -0.10
H 1.70 -1.07 -0.17
H 2.13 0.32 -1.19
H 1.17 1.88 0.78
H -0.76 1.86 -0.24
H -1.22 1.49 -1.69
H -3.80 -2.23 2.52
H -4.31 -1.22 1.52
O -3.50 -1.51 1.96

***

Entry iv
18
Properties=species:S:1:pos:R:3 method="wB97M-V/def2-TZVPD" gap_ha="0.30939 / 0.14012" total_charge=+1 spin_multiplicity=2 lumo_energy_ev="-4.903 / -9.492"
C 0.91 -0.34 -1.19
C 0.66 -1.07 -2.38
O 1.48 -1.14 -3.31
N -0.57 -1.64 -2.48
H 0.21 0.55 -0.95
H 1.75 0.42 -1.11
H -0.79 -2.24 -3.25
H -1.26 -1.27 -1.85
H 1.22 -0.72 -0.24
C 0.16 1.09 1.75
C -1.02 0.16 1.59
O -0.31 2.27 2.40
H 0.94 0.56 2.26
H 0.47 1.57 0.78
H -0.68 -0.67 1.00
H -0.12 2.17 3.33
H -1.89 0.51 1.10
H -1.16 -0.21 2.57

***

Least stable of them? entry iv.